Below is a structure of composition C37H33AsN4Pd, with properties calculated with ωB97M-V with the def2-TZVPD basis set.

Element x y z (Å)
Pd (-0.381, 2.047, 0.027)
C (-0.888, 4.869, -0.900)
C (-2.156, 4.807, -0.054)
C (-3.017, 3.578, -0.232)
C (-4.391, 3.729, -0.372)
C (-5.201, 2.621, -0.543)
C (-4.615, 1.363, -0.582)
C (-3.250, 1.277, -0.437)
N (-2.461, 2.352, -0.258)
N (0.249, 4.100, -0.340)
C (1.348, 3.942, -1.317)
C (2.302, 2.871, -0.845)
C (3.665, 2.955, -1.061)
C (4.486, 1.942, -0.587)
C (3.916, 0.882, 0.104)
C (2.547, 0.865, 0.282)
N (1.749, 1.831, -0.192)
C (0.755, 4.660, 0.941)
C (0.106, 4.059, 2.161)
C (0.080, 4.733, 3.370)
C (-0.498, 4.120, 4.471)
C (-1.046, 2.852, 4.331)
C (-0.990, 2.242, 3.095)
N (-0.414, 2.831, 2.039)
H (-0.575, 5.912, -1.010)
H (-1.085, 4.481, -1.900)
H (-2.763, 5.668, -0.329)
H (-1.929, 4.945, 1.006)
H (-4.819, 4.722, -0.353)
H (-6.271, 2.738, -0.653)
H (-5.206, 0.471, -0.727)
H (-2.749, 0.316, -0.463)
H (1.872, 4.889, -1.469)
H (0.910, 3.654, -2.276)
H (4.080, 3.808, -1.581)
H (5.556, 1.992, -0.737)
H (4.526, 0.091, 0.517)
H (2.062, 0.073, 0.839)
H (0.627, 5.745, 0.939)
H (1.829, 4.469, 0.999)
H (0.501, 5.727, 3.446)
H (-0.530, 4.630, 5.424)
H (-1.519, 2.348, 5.162)
H (-1.420, 1.263, 2.929)
C (-3.394, -5.898, -0.515)
C (-3.082, -5.253, 0.708)
C (-2.143, -4.266, 0.716)
C (-1.459, -3.904, -0.491)
C (-1.810, -4.530, -1.716)
C (-2.749, -5.521, -1.729)
As (-0.081, -2.509, -0.369)
C (1.167, -3.592, 0.686)
C (1.189, -3.780, 2.039)
C (2.170, -4.625, 2.599)
C (3.126, -5.262, 1.800)
C (3.128, -5.061, 0.441)
C (2.149, -4.219, -0.149)
C (2.064, -3.911, -1.534)
C (2.952, -4.391, -2.532)
C (2.788, -3.996, -3.838)
C (1.756, -3.117, -4.178)
C (0.861, -2.623, -3.204)
C (1.001, -3.026, -1.905)
H (-4.139, -6.686, -0.531)
H (-3.591, -5.552, 1.614)
H (-1.899, -3.763, 1.644)
H (-1.313, -4.246, -2.634)
H (-3.010, -6.031, -2.647)
H (0.475, -3.300, 2.697)
H (2.182, -4.784, 3.670)
H (3.865, -5.906, 2.258)
H (3.874, -5.546, -0.173)
H (3.758, -5.064, -2.271)
H (3.458, -4.359, -4.606)
H (1.638, -2.808, -5.209)
H (0.077, -1.941, -3.509)

Properties
Kohn-Sham gap (spin up / spin down) in eV: 8.0172 / 4.8901
Multiplicity: 5
HOMO level (spin up / spin down) in eV: -18.638 / -19.048
Net charge: +4
<S²>: 6.067
Energy relative to the best compared isomer or geometry (same formula, charge and spin) in eV: 2.743
E_LUMO (spin up / spin down) in eV: -10.621 / -14.158
Molar mass in g mol⁻¹: 715.0

Table of Löwdin atomic charges, one value per atom, all in e:
1. Pd 1.05
2. C -0.13
3. C -0.09
4. C -0.24
5. C 0.03
6. C 0.01
7. C -0.02
8. C -0.13
9. N -0.04
10. N -0.23
11. C -0.10
12. C -0.26
13. C 0.03
14. C 0.01
15. C -0.02
16. C -0.12
17. N -0.02
18. C -0.08
19. C -0.26
20. C 0.03
21. C 0.01
22. C -0.01
23. C -0.10
24. N 0.00
25. H 0.15
26. H 0.14
27. H 0.14
28. H 0.12
29. H 0.14
30. H 0.14
31. H 0.12
32. H 0.09
33. H 0.15
34. H 0.14
35. H 0.14
36. H 0.14
37. H 0.12
38. H 0.10
39. H 0.15
40. H 0.14
41. H 0.14
42. H 0.14
43. H 0.13
44. H 0.12
45. C 0.10
46. C 0.01
47. C -0.05
48. C -0.29
49. C -0.04
50. C 0.03
51. As 1.38
52. C -0.31
53. C -0.06
54. C 0.04
55. C 0.01
56. C 0.06
57. C -0.14
58. C -0.15
59. C 0.06
60. C 0.01
61. C 0.04
62. C -0.06
63. C -0.33
64. H 0.15
65. H 0.14
66. H 0.11
67. H 0.11
68. H 0.14
69. H 0.12
70. H 0.14
71. H 0.14
72. H 0.13
73. H 0.13
74. H 0.14
75. H 0.14
76. H 0.12

Below is a structure of composition C37H33AsN8O6PRb, with properties calculated with ωB97M-V with the def2-TZVPD basis set.

Element x y z (Å)
Rb (0.550, 0.504, -0.055)
C (-2.589, 0.383, 5.499)
N (-1.482, 0.266, 4.570)
C (-0.163, 0.149, 4.913)
C (0.528, 0.020, 3.739)
N (-0.342, 0.063, 2.692)
C (-1.543, 0.209, 3.203)
P (-3.124, 0.239, 2.306)
C (-2.863, -1.158, 1.170)
N (-1.923, -1.307, 0.257)
C (-2.146, -2.520, -0.324)
C (-3.232, -3.117, 0.247)
N (-3.687, -2.250, 1.196)
C (-4.788, -2.503, 2.106)
C (-2.902, 1.674, 1.203)
N (-1.811, 2.090, 0.594)
C (-2.149, 3.232, -0.069)
C (-3.469, 3.516, 0.135)
N (-3.945, 2.526, 0.947)
C (-5.314, 2.399, 1.411)
H (-2.190, 0.577, 6.491)
H (-3.175, -0.535, 5.528)
H (-3.240, 1.207, 5.217)
H (0.158, 0.166, 5.940)
H (1.588, -0.094, 3.577)
H (-1.514, -2.899, -1.110)
H (-3.694, -4.075, 0.079)
H (-5.346, -3.364, 1.745)
H (-5.454, -1.644, 2.150)
H (-4.422, -2.720, 3.110)
H (-1.435, 3.774, -0.668)
H (-4.098, 4.311, -0.227)
H (-5.876, 3.268, 1.077)
H (-5.350, 2.352, 2.498)
H (-5.781, 1.503, 1.005)
O (2.940, -0.287, 1.080)
C (2.887, -1.098, 0.140)
O (2.707, -0.867, -1.074)
C (2.901, -2.579, 0.505)
C (1.694, -3.206, 0.791)
C (1.683, -4.560, 1.087)
C (2.833, -5.324, 1.102)
C (4.019, -4.675, 0.823)
C (4.073, -3.322, 0.530)
N (5.267, -5.460, 0.839)
O (6.302, -4.876, 0.590)
O (5.190, -6.636, 1.138)
N (0.406, -5.221, 1.403)
O (-0.565, -4.511, 1.596)
O (0.385, -6.437, 1.434)
H (0.753, -2.665, 0.777)
H (2.809, -6.378, 1.327)
H (5.028, -2.863, 0.315)
C (1.063, 0.923, -8.078)
C (0.295, -0.183, -7.736)
C (0.021, -0.456, -6.404)
C (0.507, 0.377, -5.401)
C (1.293, 1.470, -5.750)
C (1.564, 1.749, -7.083)
As (0.123, 0.113, -3.496)
C (-0.294, -1.793, -3.427)
C (-1.494, -2.350, -3.863)
C (-1.700, -3.721, -3.781)
C (-0.707, -4.546, -3.268)
C (0.490, -3.996, -2.830)
C (0.697, -2.624, -2.903)
C (-1.696, 0.862, -3.543)
C (-2.601, 0.413, -2.578)
C (-3.849, 1.002, -2.448)
C (-4.206, 2.060, -3.273)
C (-3.308, 2.522, -4.223)
C (-2.057, 1.930, -4.356)
H (1.280, 1.132, -9.117)
H (-0.086, -0.837, -8.509)
H (-0.570, -1.326, -6.147)
H (1.700, 2.102, -4.969)
H (2.176, 2.602, -7.345)
H (-2.276, -1.713, -4.257)
H (-2.635, -4.147, -4.122)
H (-0.867, -5.615, -3.207)
H (1.265, -4.637, -2.426)
H (1.630, -2.193, -2.547)
H (-2.323, -0.399, -1.913)
H (-4.539, 0.633, -1.698)
H (-5.180, 2.524, -3.176)
H (-3.581, 3.347, -4.868)
H (-1.368, 2.293, -5.109)

Properties
Kohn-Sham gap in eV: 8.0739
HOMO level in eV: -8.406
Net charge: 0
Energy relative to the best compared isomer or geometry (same formula, charge and spin) in eV: 0.142
E_LUMO in eV: -0.332
Molar mass in g mol⁻¹: 877.1

Table of Löwdin atomic charges, one value per atom, all in e:
1. Rb 0.83
2. C -0.04
3. N -0.14
4. C -0.06
5. C -0.12
6. N 0.01
7. C -0.47
8. P 1.16
9. C -0.46
10. N 0.03
11. C -0.14
12. C -0.05
13. N -0.13
14. C -0.04
15. C -0.47
16. N 0.00
17. C -0.14
18. C -0.07
19. N -0.13
20. C -0.04
21. H 0.09
22. H 0.09
23. H 0.08
24. H 0.12
25. H 0.10
26. H 0.09
27. H 0.12
28. H 0.09
29. H 0.07
30. H 0.09
31. H 0.11
32. H 0.12
33. H 0.09
34. H 0.08
35. H 0.08
36. O -0.10
37. C -0.80
38. O -0.13
39. C -0.08
40. C 0.08
41. C -0.12
42. C 0.07
43. C -0.12
44. C 0.09
45. N -0.35
46. O 0.09
47. O 0.08
48. N -0.34
49. O 0.07
50. O 0.08
51. H 0.12
52. H 0.13
53. H 0.14
54. C -0.09
55. C -0.08
56. C -0.09
57. C -0.40
58. C -0.13
59. C -0.09
60. As 1.33
61. C -0.40
62. C -0.13
63. C -0.09
64. C -0.09
65. C -0.08
66. C -0.11
67. C -0.38
68. C -0.13
69. C -0.09
70. C -0.10
71. C -0.09
72. C -0.10
73. H 0.10
74. H 0.10
75. H 0.09
76. H 0.10
77. H 0.10
78. H 0.10
79. H 0.10
80. H 0.10
81. H 0.11
82. H 0.08
83. H 0.07
84. H 0.10
85. H 0.10
86. H 0.10
87. H 0.10

Number 2 is which compound? C37H33AsN8O6PRb